Record 1
Entry from OMol25: a 7-piece molecular cluster, C28H35F21O14 overall at a distorted geometry (ωB97M-V/def2-TZVPD).

Results
HOMO (eV): -10.8
Orbital gap (eV): 10.975

Positions of all 98 atoms, in Å:
C (3.276, 2.358, 2.891)
C (4.380, 3.081, 2.106)
O (5.576, 2.410, 2.234)
C (6.408, 2.577, 3.343)
O (6.205, 3.392, 4.293)
C (7.631, 1.703, 3.353)
F (7.547, 0.885, 4.410)
F (7.775, 1.144, 2.169)
F (8.689, 2.472, 3.561)
H (3.409, 2.509, 3.962)
H (3.290, 1.282, 2.716)
H (2.281, 2.675, 2.578)
H (4.512, 4.120, 2.410)
H (4.116, 3.020, 1.051)
C (-0.475, -0.260, -0.448)
C (0.401, -1.536, -0.571)
O (0.736, -1.986, 0.768)
C (1.964, -1.645, 1.323)
O (2.832, -0.846, 0.985)
C (2.068, -2.287, 2.719)
F (3.259, -2.949, 2.785)
F (1.972, -1.366, 3.700)
F (1.105, -3.184, 2.912)
H (-1.444, -0.592, -0.075)
H (-0.523, 0.212, -1.429)
H (-0.056, 0.376, 0.333)
H (1.260, -1.293, -1.197)
H (-0.244, -2.288, -1.025)
C (-4.465, -4.928, -1.346)
C (-3.852, -3.544, -1.042)
O (-3.661, -3.377, 0.329)
C (-2.773, -4.074, 1.060)
O (-1.918, -4.859, 0.555)
C (-3.043, -3.917, 2.619)
F (-3.953, -2.980, 2.829)
F (-3.527, -5.045, 3.215)
F (-2.020, -3.584, 3.332)
H (-4.954, -5.081, -2.309)
H (-5.292, -5.130, -0.665)
H (-3.803, -5.781, -1.202)
H (-4.583, -2.824, -1.409)
H (-2.888, -3.399, -1.531)
C (-4.385, -0.159, 0.680)
C (-4.546, 1.367, 0.223)
O (-3.234, 1.812, 0.029)
C (-3.078, 2.996, -0.635)
O (-4.007, 3.637, -1.155)
C (-1.620, 3.480, -0.695)
F (-1.652, 4.835, -0.893)
F (-0.987, 3.209, 0.410)
F (-1.072, 2.691, -1.664)
H (-5.423, -0.454, 0.830)
H (-3.918, -0.097, 1.663)
H (-3.756, -0.703, -0.025)
H (-5.237, 1.984, 0.798)
H (-5.024, 1.329, -0.756)
C (2.209, -0.491, -4.498)
C (3.143, -0.774, -5.718)
O (2.549, -0.681, -7.023)
C (2.396, 0.621, -7.631)
O (2.704, 1.659, -7.027)
C (1.724, 0.599, -9.010)
F (1.672, -0.649, -9.521)
F (0.483, 1.150, -8.903)
F (2.321, 1.331, -9.907)
H (1.166, -0.784, -4.619)
H (2.172, 0.599, -4.491)
H (2.570, -0.758, -3.505)
H (3.543, -1.760, -5.481)
H (3.947, -0.041, -5.645)
C (-6.402, -0.219, -3.857)
C (-5.197, 0.671, -4.226)
O (-4.023, -0.119, -4.624)
C (-3.320, -0.817, -3.712)
O (-3.362, -0.766, -2.483)
C (-2.215, -1.744, -4.259)
F (-2.171, -1.704, -5.609)
F (-1.070, -1.358, -3.820)
F (-2.403, -3.008, -3.955)
H (-6.541, -1.032, -4.569)
H (-7.304, 0.359, -4.056)
H (-6.394, -0.627, -2.846)
H (-4.926, 1.113, -3.267)
H (-5.364, 1.448, -4.972)
C (0.783, 3.040, 7.300)
C (2.344, 3.028, 7.146)
O (2.758, 1.744, 6.710)
C (4.034, 1.462, 6.401)
O (4.924, 2.350, 6.415)
C (4.315, 0.008, 6.011)
F (5.170, -0.517, 6.903)
F (3.288, -0.816, 6.020)
F (4.923, 0.021, 4.855)
H (0.332, 3.969, 7.649)
H (0.400, 2.237, 7.930)
H (0.302, 2.825, 6.346)
H (2.768, 3.294, 8.114)
H (2.470, 3.747, 6.336)

Record 2
Entry from OMol25: a 13-piece molecular cluster, C4H36N3O12S overall at a distorted geometry (ωB97M-V/def2-TZVPD).

Results
HOMO (eV): -4.2
Net charge: -1
Orbital gap (eV): 6.352

Positions of all 56 atoms, in Å:
C (-1.007, 0.598, -3.262)
N (-2.474, 0.639, -2.883)
C (-0.248, 0.271, -1.966)
C (-0.749, 1.221, -0.724)
S (0.065, 2.909, -0.810)
N (-0.064, -1.228, -1.679)
C (0.999, -1.511, -0.727)
N (1.071, -2.994, -0.243)
H (-0.958, -0.150, -3.979)
H (-0.572, 1.527, -3.753)
H (-2.630, 1.440, -2.434)
H (-2.713, -0.160, -2.413)
H (0.702, 0.596, -2.135)
H (-1.788, 1.511, -0.816)
H (-0.568, 0.598, 0.269)
H (-1.012, -1.533, -1.372)
H (0.621, -1.003, 0.097)
H (2.012, -1.207, -1.137)
H (0.893, -3.707, -0.935)
H (0.562, -3.384, 0.520)
H (-1.985, 3.347, -2.702)
H (-1.853, 3.824, -1.537)
O (-2.629, 3.562, -2.082)
H (-1.567, 0.923, 2.588)
H (-0.137, 0.486, 2.246)
O (-0.997, 0.153, 2.345)
H (-3.320, 1.723, 0.291)
H (-3.849, 3.090, -0.011)
O (-4.168, 2.268, 0.269)
H (0.948, 2.836, 3.364)
H (1.576, 1.501, 3.831)
O (0.686, 2.086, 3.837)
H (-1.234, -1.194, 3.006)
H (-1.975, -2.022, 4.146)
O (-1.483, -2.078, 3.373)
H (3.407, 1.121, 2.214)
H (2.934, -0.286, 2.578)
O (2.879, 0.648, 2.869)
H (2.815, 1.702, -1.986)
H (2.868, 3.110, -2.053)
O (3.486, 2.310, -1.969)
H (2.677, -3.380, 1.857)
H (2.379, -2.530, 0.875)
O (3.004, -2.598, 1.516)
H (-1.760, -2.323, 0.989)
H (-1.962, -0.897, 1.688)
O (-2.143, -1.513, 0.873)
H (-1.637, -4.099, -2.175)
H (-0.399, -3.168, -2.533)
O (-0.686, -4.103, -2.519)
H (4.317, 1.219, -0.363)
H (4.745, 0.165, 0.734)
O (4.852, 1.009, 0.289)
H (-0.919, -3.595, 2.572)
H (-1.435, -4.554, 1.556)
O (-0.792, -3.802, 1.645)

Record 3
Entry from OMol25: C16H25Br33ClInN as an isolated structure at a distorted geometry (ωB97M-V/def2-TZVPD).

Results
HOMO (eV): -4.4
Net charge: -1
Orbital gap (eV): 5.062

Positions of all 77 atoms, in Å:
C (0.778, -3.165, 0.488)
C (1.476, -4.641, 0.310)
N (1.546, -5.119, -1.147)
In (2.392, -3.510, -2.353)
C (3.760, -2.356, -0.957)
C (5.224, -1.975, -1.589)
C (5.320, -0.332, -1.670)
Cl (6.490, -2.487, -0.282)
H (1.551, -2.299, 0.760)
H (0.033, -3.206, 1.418)
H (0.169, -2.791, -0.439)
H (2.574, -4.671, 0.714)
H (0.797, -5.419, 0.888)
H (2.340, -5.823, -1.135)
H (0.944, -2.520, -2.878)
H (3.220, -4.158, -3.829)
H (3.134, -1.415, -0.580)
H (3.936, -3.012, 0.024)
H (5.489, -2.527, -2.590)
H (5.729, 0.048, -2.706)
H (6.066, 0.114, -0.852)
H (4.276, 0.209, -1.482)
C (1.674, 1.871, -3.320)
Br (2.759, 3.484, -3.379)
Br (2.426, 0.453, -4.419)
Br (1.353, 1.280, -1.495)
H (0.699, 2.125, -3.750)
C (-2.216, 3.564, -3.945)
Br (-1.132, 5.177, -4.004)
Br (-1.464, 2.145, -5.044)
Br (-2.537, 2.972, -2.120)
H (-3.191, 3.818, -4.375)
C (1.457, 4.052, 2.119)
Br (0.072, 3.906, 0.761)
Br (1.953, 2.313, 2.837)
Br (3.005, 5.035, 1.472)
H (1.034, 4.630, 2.947)
C (-4.562, -0.045, -0.845)
Br (-5.652, 1.497, -0.378)
Br (-3.401, -0.582, 0.621)
Br (-5.643, -1.527, -1.492)
H (-3.912, 0.261, -1.672)
C (-2.471, 7.286, 1.240)
Br (-1.662, 6.614, 2.876)
Br (-1.222, 7.253, -0.252)
Br (-4.127, 6.357, 0.817)
H (-2.729, 8.335, 1.417)
C (-1.558, -0.338, 4.444)
Br (-0.116, -1.531, 3.914)
Br (-1.480, 1.359, 3.496)
Br (-3.300, -1.185, 4.269)
H (-1.416, -0.117, 5.507)
C (0.499, -4.578, 6.384)
Br (1.308, -5.249, 8.021)
Br (1.748, -4.611, 4.893)
Br (-1.157, -5.507, 5.962)
H (0.241, -3.529, 6.562)
C (0.881, -2.274, -7.259)
Br (-0.209, -0.732, -6.791)
Br (2.042, -2.811, -5.793)
Br (-0.200, -3.756, -7.905)
H (1.531, -1.968, -8.085)
C (-3.003, 9.936, -3.451)
Br (-1.986, 8.328, -3.857)
Br (-3.073, 10.286, -1.539)
Br (-2.351, 11.475, -4.445)
H (-4.032, 9.755, -3.781)
C (-9.361, -3.334, 0.303)
Br (-8.190, -4.553, 1.266)
Br (-8.832, -1.478, 0.545)
Br (-9.507, -3.806, -1.579)
H (-10.361, -3.441, 0.738)
C (4.711, -3.532, 8.253)
Br (5.729, -5.139, 7.848)
Br (4.642, -3.182, 10.165)
Br (5.363, -1.992, 7.259)
H (3.683, -3.713, 7.924)